No. 1
A 2-piece molecular cluster, C3H10S2 overall at a distorted geometry. Source: OMol25; level of theory: wB97M-V/def2-TZVPD.

Values from the calculation:
- <S²> = 0.754
- net charge = +1
- energy above the lowest of the compared OMol25 structures with the same formula, charge and spin (eV) = 0.0000
- HOMO (alpha / beta) (eV) = -14.3 / -14.3
- LUMO (alpha / beta) (eV) = -4.84 / -8.25
- energy (eV) = -24935.01548
- spin multiplicity = 2
- Kohn-Sham gap (alpha / beta) (eV) = 9.41 / 6.01

Each line ends with the natural charge from an NBO analysis.
Element x y z (Å)
C (-2.3846, 0.7002, -0.3405)  -0.6109
C (-2.1371, 0.0740, -1.6939)  -0.6052
H (-1.8062, 0.1955, 0.4374)  0.1800
H (-3.3974, 0.6603, 0.0707)  0.2190
H (-2.1271, 1.7555, -0.2451)  0.2042
H (-2.2761, -1.0125, -1.6738)  0.2095
H (-2.6639, 0.5012, -2.5428)  0.2234
H (-1.0696, 0.1941, -1.8977)  0.1805
C (2.4986, -0.9238, 0.1857)  -0.7768
S (2.2684, 0.5612, 1.1779)  0.5442
S (3.0609, -0.0296, 2.9089)  0.2043
H (1.8723, -0.7686, -0.6965)  0.2845
H (2.1785, -1.7886, 0.7529)  0.2717
H (3.5385, -1.0090, -0.1231)  0.2770
H (2.4444, 0.8902, 3.6800)  0.1944


No. 2
One molecule with the formula C5H7N. Source: OMol25; level of theory: wB97M-V/def2-TZVPD.

Values from the calculation:
- net charge = 0
- energy above the lowest of the compared OMol25 structures with the same formula, charge and spin (eV) = 0.8241
- HOMO (eV) = -9.6
- SMILES = C[C@H]1C=CC=N1
- LUMO (eV) = 0.81
- energy (eV) = -6787.68854
- Kohn-Sham gap (eV) = 10.40

Each line ends with the natural charge from an NBO analysis.
Element x y z (Å)
C (-0.4559, -1.7625, 0.2468)  -0.5968
C (-0.2863, -0.2608, 0.4392)  -0.1456
C (1.0592, 0.3697, 0.2415)  -0.1535
C (0.8854, 1.4946, -0.4701)  -0.2923
C (-0.5432, 1.5496, -0.7933)  0.0511
N (-1.2264, 0.5670, -0.3166)  -0.3827
H (-1.5192, -2.0187, 0.2801)  0.2280
H (-0.0392, -2.1434, -0.6919)  0.2124
H (0.0381, -2.2778, 1.0771)  0.2091
H (1.9870, -0.0126, 0.6483)  0.2177
H (1.6308, 2.2307, -0.7521)  0.2225
H (-1.0020, 2.3253, -1.4079)  0.1931
H (-0.5282, -0.0611, 1.4991)  0.2370


No. 3
C9H27N3O5 as an isolated structure at a distorted geometry. Source: OMol25; level of theory: wB97M-V/def2-TZVPD.

Values from the calculation:
- net charge = 0
- HOMO (eV) = -8.4
- LUMO (eV) = 0.48
- energy (eV) = -24471.33391
- Kohn-Sham gap (eV) = 8.90

Each line ends with the natural charge from an NBO analysis.
Element x y z (Å)
C (-25.1373, 17.1666, -8.8621)  -0.2587
O (-26.5728, 17.3681, -8.8083)  -0.5396
C (-27.0360, 17.6382, -7.5115)  -0.0855
C (-28.4046, 18.2943, -7.4957)  -0.2556
N (-28.3303, 19.7756, -7.7610)  -0.6619
C (-29.6142, 20.3638, -8.2068)  -0.2920
C (-29.5390, 21.9606, -8.3044)  -0.0740
O (-30.0633, 22.5680, -7.0838)  -0.5563
C (-31.3515, 22.3221, -6.7146)  -0.2410
H (-24.8514, 16.2155, -8.4130)  0.1750
H (-24.5490, 17.9792, -8.4358)  0.1766
H (-24.8088, 17.0730, -9.8972)  0.1985
H (-26.2943, 18.1853, -6.9295)  0.1792
H (-27.0956, 16.7494, -6.8834)  0.1721
H (-28.9362, 18.0526, -6.5753)  0.2153
H (-29.0155, 17.8745, -8.2949)  0.2018
H (-27.6613, 19.9487, -8.4976)  0.3827
H (-30.3913, 19.9143, -7.5887)  0.2169
H (-29.8046, 19.9346, -9.1905)  0.1950
H (-30.0666, 22.3379, -9.1803)  0.1879
H (-28.5279, 22.3659, -8.3429)  0.2146
H (-31.2932, 21.5027, -5.9982)  0.1562
H (-31.9769, 22.0774, -7.5731)  0.1676
H (-31.7538, 23.1373, -6.1133)  0.1938
C (-29.9472, 21.6192, -3.2840)  0.7517
O (-30.3454, 22.0779, -2.2444)  -0.7013
N (-28.9055, 20.8682, -3.4316)  -0.8701
N (-30.5955, 21.7481, -4.3883)  -0.8392
H (-28.7142, 20.4753, -4.3422)  0.3997
H (-28.5140, 20.4556, -2.5969)  0.3740
H (-31.4366, 22.3035, -4.3236)  0.3857
H (-30.3386, 21.4942, -5.3315)  0.3825
C (-27.5028, 19.6068, -5.3781)  -0.2877
O (-28.6898, 20.3418, -5.4537)  -0.7868
H (-27.5485, 18.5178, -5.3682)  0.1777
H (-26.7742, 19.9761, -6.0999)  0.2064
H (-27.1088, 19.9892, -4.4365)  0.2115
H (-28.8168, 20.4951, -6.3928)  0.5473
C (-27.2701, 22.5697, -5.3073)  -0.2706
O (-25.8231, 22.6795, -5.3170)  -0.7502
H (-27.7140, 22.2477, -4.3653)  0.2039
H (-27.7628, 23.4798, -5.6492)  0.1696
H (-27.4384, 21.7475, -6.0028)  0.1627
H (-25.5571, 23.5461, -5.0011)  0.4647